A molecular structure, C33H36Cl3N2O5RuSSbSeSi, computed with ωB97M-V/def2-TZVPD.

Properties
E: -178775.8444 eV
ΔE to the lowest compared entry with this formula, charge and spin: 0.0 kcal per mole
2S+1: 2
HOMO energy (alpha / beta): -5.4 / -5.3 eV
HOMO-LUMO gap (alpha / beta): 7.77 / 7.27 eV
total charge: -1

The geometry in XYZ format:
```
84
C33H36Cl3N2O5RuSSbSeSi | OMol25 | ωB97M-V/def2-TZVPD
Ru 0.259 -1.833 0.970
C -4.100 -5.312 1.750
C -3.141 -4.926 0.633
N -3.390 -3.580 0.112
C -4.322 -3.458 -1.017
C -5.680 -2.911 -0.602
C -2.732 -2.504 0.532
S -1.626 -2.694 1.906
N -3.048 -1.345 -0.031
C -2.343 -0.216 -0.041
O -1.138 -0.008 0.208
C -3.150 0.952 -0.547
C -4.407 1.222 -0.019
C -5.136 2.308 -0.479
C -4.627 3.104 -1.498
C -3.386 2.816 -2.048
C -2.642 1.748 -1.565
H -3.871 -6.320 2.101
H -5.137 -5.296 1.410
H -4.000 -4.625 2.591
H -3.218 -5.608 -0.211
H -2.115 -4.982 0.980
H -4.412 -4.451 -1.454
H -3.867 -2.810 -1.763
H -6.173 -3.565 0.119
H -6.324 -2.822 -1.480
H -5.566 -1.922 -0.161
H -4.803 0.577 0.756
H -6.106 2.531 -0.051
H -5.202 3.945 -1.867
H -2.994 3.426 -2.853
H -1.671 1.516 -1.986
Cl 1.002 -1.471 3.246
Si 1.434 -3.803 1.033
Cl 3.325 -3.401 0.294
Cl 1.743 -5.127 2.572
O 1.123 -4.044 -2.722
Se 0.024 -3.914 -1.553
O -0.106 -2.309 -1.030
O 0.680 -4.746 -0.154
O -1.419 -4.588 -1.801
C 3.459 2.982 -1.085
C 2.536 2.178 -1.963
C 2.456 2.509 -3.313
C 1.659 1.790 -4.192
C 0.927 0.709 -3.729
C 0.986 0.370 -2.382
C 1.769 1.102 -1.493
Sb 1.804 0.381 0.523
C 1.109 2.045 1.718
C 1.341 1.909 3.089
C 0.939 2.870 4.001
C 0.275 3.999 3.550
C 0.007 4.129 2.199
C 0.401 3.168 1.267
C 0.002 3.397 -0.165
C 3.956 0.357 0.581
C 4.434 -0.434 -0.465
C 5.792 -0.599 -0.689
C 6.697 0.032 0.147
C 6.232 0.815 1.192
C 4.870 0.992 1.430
C 4.455 1.868 2.579
H 3.558 3.998 -1.472
H 4.454 2.533 -1.050
H 3.102 3.045 -0.056
H 3.035 3.350 -3.681
H 1.620 2.071 -5.238
H 0.315 0.125 -4.405
H 0.414 -0.477 -2.026
H 1.826 1.021 3.460
H 1.134 2.725 5.056
H -0.053 4.763 4.245
H -0.545 4.993 1.844
H -0.874 4.045 -0.207
H -0.246 2.465 -0.650
H 0.799 3.873 -0.739
H 3.735 -0.934 -1.128
H 6.135 -1.221 -1.507
H 7.762 -0.085 -0.010
H 6.944 1.311 1.844
H 5.323 2.368 3.009
H 3.978 1.283 3.366
H 3.739 2.629 2.268
```

***

2 unconnected molecules or ions with the total composition C4H5OP, computed with ωB97M-V/def2-TZVPD.

Properties
E: -15561.2024 eV
ΔE to the lowest compared entry with this formula, charge and spin: 64.9 kcal per mole
HOMO energy: -9.1 eV
HOMO-LUMO gap: 8.81 eV
total charge: 0

The geometry in XYZ format:
```
11
C4H5OP | OMol25 | ωB97M-V/def2-TZVPD
C -0.468 -0.494 -0.956
C 0.845 -0.504 -0.195
C -1.660 -0.557 -0.357
C 1.508 0.509 0.301
O 0.611 2.285 2.046
P 0.178 1.798 0.735
H -0.618 -0.735 -1.954
H 1.256 -1.542 -0.286
H -2.551 -0.750 -0.933
H 2.518 0.210 0.520
H -1.617 -0.219 1.079
```

***

2 unconnected molecules or ions with the total composition BrH3N2, computed with ωB97M-V/def2-TZVPD.

Properties
E: -73067.2349 eV
ΔE to the lowest compared entry with this formula, charge and spin: 52.3 kcal per mole
HOMO energy (alpha / beta): -9.9 / -9.9 eV
HOMO-LUMO gap (alpha / beta): 8.46 / 8.45 eV
total charge: 0

The geometry in XYZ format:
```
6
BrH3N2 | OMol25 | ωB97M-V/def2-TZVPD
N -0.304 -1.017 -0.747
N 0.708 1.188 1.645
Br 1.196 2.415 0.509
H -0.292 -0.034 -0.458
H -0.055 -1.464 0.112
H -1.253 -1.088 -1.061
```

***

A molecular structure, C24H34KN6O8, computed with ωB97M-V/def2-TZVPD.

Properties
E: -67092.7923 eV
HOMO energy: -5.7 eV
HOMO-LUMO gap: 8.00 eV
total charge: -1

The geometry in XYZ format:
```
73
C24H34KN6O8 | OMol25 | ωB97M-V/def2-TZVPD
K -1.446 -0.513 -1.198
O -5.844 2.156 3.265
C -4.920 1.548 2.469
C -3.567 1.550 2.821
C -2.681 1.045 1.898
N -3.035 0.495 0.767
C -4.344 0.470 0.450
C -5.302 1.046 1.246
C -4.608 -0.146 -0.903
O -5.500 0.342 -1.619
O -3.845 -1.127 -1.103
C -1.191 0.933 2.059
O -0.456 1.548 1.255
O -0.819 0.138 2.946
H -5.375 2.425 4.066
H -3.199 1.941 3.748
H -6.314 1.165 0.872
C 1.995 -4.143 1.372
C 0.692 -3.794 0.696
C 0.597 -3.923 -0.672
C -0.642 -3.697 -1.294
C -0.716 -3.615 -2.777
C -1.751 -3.402 -0.514
C -1.663 -3.222 0.864
C -2.823 -2.783 1.683
C -0.433 -3.434 1.451
H 1.977 -5.138 1.785
H 2.168 -3.384 2.167
H 2.815 -4.122 0.652
H 1.498 -4.095 -1.269
H -0.600 -4.611 -3.232
H 0.059 -2.965 -3.140
H -1.680 -3.248 -3.113
H -2.708 -3.257 -1.041
H -2.997 -3.481 2.499
H -3.728 -2.705 1.111
H -2.608 -1.819 2.087
H -0.276 -3.238 2.491
N 1.443 -0.732 -2.676
C 1.755 0.687 -2.383
C 3.260 0.973 -2.554
C 3.761 2.363 -2.254
C 3.736 2.833 -0.808
N 2.405 2.885 -0.138
C 1.410 3.663 -0.579
N 1.693 4.703 -1.415
N 0.147 3.473 -0.235
C 0.823 1.583 -3.258
O 1.349 2.224 -4.192
O -0.362 1.624 -2.900
H 2.109 -1.268 -2.133
H 1.647 -0.901 -3.660
H 1.465 0.802 -1.337
H 3.551 0.650 -3.559
H 3.747 0.285 -1.843
H 3.219 3.025 -2.931
H 4.814 2.432 -2.589
H 4.200 3.818 -0.751
H 4.319 2.177 -0.155
H 2.154 2.076 0.406
H 2.460 4.575 -2.057
H 0.851 5.100 -1.830
H -0.179 2.671 0.338
H -0.587 3.859 -0.800
C 2.268 1.191 3.095
C 2.357 0.235 1.945
N 1.485 -0.789 1.900
O 3.170 0.387 1.022
H 3.295 1.386 3.463
H 1.668 0.783 3.874
H 1.849 2.136 2.764
H 0.585 -0.618 2.401
H 1.401 -1.231 0.985
```

***

3 unconnected molecules or ions with the total composition C3H10NO2, computed with ωB97M-V/def2-TZVPD.

Properties
E: -8850.1817 eV
ΔE to the lowest compared entry with this formula, charge and spin: 49.8 kcal per mole
HOMO energy: -14.6 eV
HOMO-LUMO gap: 9.38 eV
total charge: +1

The geometry in XYZ format:
```
16
C3H10NO2 | OMol25 | ωB97M-V/def2-TZVPD
C -0.984 -0.926 1.311
C -0.184 -1.460 0.394
C -0.597 1.363 0.710
N -1.127 0.482 1.477
H -1.468 -1.528 2.068
H 0.066 -0.896 -0.501
H -0.148 -2.533 0.396
H -0.913 2.395 0.776
H 0.220 1.053 0.060
H -1.691 0.826 2.254
H 2.941 -0.333 0.095
H 2.796 1.177 -0.057
O 2.297 0.353 -0.144
H 0.738 -0.021 -2.884
H -0.554 -0.422 -3.559
O -0.218 -0.012 -2.754
```

***

A molecular structure, C18H16N8S3SbSe3TeTi, computed with ωB97M-V/def2-TZVPD.

Properties
E: -296340.6554 eV
ΔE to the lowest compared entry with this formula, charge and spin: 77.1 kcal per mole
2S+1: 4
HOMO energy (alpha / beta): -0.7 / -1.1 eV
HOMO-LUMO gap (alpha / beta): 4.72 / 4.51 eV
total charge: -2

The geometry in XYZ format:
```
51
C18H16N8S3SbSe3TeTi | OMol25 | ωB97M-V/def2-TZVPD
Ti -0.290 -0.587 -0.189
N -4.056 -0.993 1.725
C -2.737 -1.170 1.406
N -2.060 -0.325 0.664
C -2.693 0.831 0.193
N -2.016 1.664 -0.574
N -0.800 1.206 -0.842
C 0.076 1.819 -1.623
C 1.211 1.049 -1.947
C 2.257 1.464 -2.802
C 3.200 0.553 -3.205
C 3.099 -0.777 -2.780
C 2.099 -1.105 -1.888
N 1.212 -0.226 -1.436
C -4.066 1.079 0.537
C -4.752 2.216 0.115
C -6.088 2.381 0.431
C -6.760 1.423 1.182
C -6.093 0.297 1.636
C -4.754 0.119 1.317
H -4.520 -1.677 2.300
H -2.261 -2.069 1.794
H -0.141 2.782 -2.078
H 2.280 2.495 -3.124
H 4.011 0.852 -3.858
H 3.769 -1.542 -3.137
H 2.006 -2.129 -1.528
H -4.209 2.940 -0.474
H -6.611 3.264 0.090
H -7.810 1.545 1.405
H -6.601 -0.447 2.236
S 0.500 -4.069 -3.129
Sb -1.163 -3.439 -1.654
S 0.064 -2.822 0.384
S -1.601 -1.139 -2.205
Se 0.325 -0.894 2.428
Se 1.460 -0.859 4.355
Te 1.451 2.663 3.283
Se 0.293 1.209 1.638
N 5.442 -2.496 1.057
C 4.776 -1.317 0.862
C 3.380 -1.235 0.973
N 2.751 -0.095 0.772
C 3.480 0.982 0.470
C 4.845 0.881 0.302
N 5.499 -0.260 0.494
H 4.990 -3.173 1.651
H 6.439 -2.402 1.162
H 2.781 -2.107 1.226
H 2.935 1.914 0.372
H 5.451 1.730 0.016
```

***

2 unconnected molecules or ions with the total composition C2H8NS, computed with ωB97M-V/def2-TZVPD.

Properties
E: -14521.5422 eV
ΔE to the lowest compared entry with this formula, charge and spin: 14.6 kcal per mole
HOMO energy: -13.6 eV
HOMO-LUMO gap: 8.27 eV
total charge: +1

The geometry in XYZ format:
```
12
C2H8NS | OMol25 | ωB97M-V/def2-TZVPD
C -1.927 0.679 -0.047
S -1.184 0.087 -1.605
H -1.871 -0.086 0.723
H -1.372 1.561 0.271
H -2.962 0.967 -0.216
H -1.729 -1.134 -1.599
C 2.303 0.012 0.648
N 1.363 -0.698 0.199
H 2.355 1.055 0.385
H 3.049 -0.413 1.303
H 1.329 -1.691 0.417
H 0.648 -0.341 -0.480
```

***

A molecular structure, C24H34N3S2SiTc, computed with ωB97M-V/def2-TZVPD.

Properties
E: -61640.3459 eV
ΔE to the lowest compared entry with this formula, charge and spin: 0.0 kcal per mole
HOMO energy: -14.8 eV
HOMO-LUMO gap: 6.99 eV
total charge: +2

The geometry in XYZ format:
```
65
C24H34N3S2SiTc | OMol25 | ωB97M-V/def2-TZVPD
Tc -1.180 -0.487 -0.954
C 4.588 1.257 -2.973
C 4.046 0.060 -2.287
C 4.858 -0.863 -1.620
C 4.248 -1.942 -1.007
N 2.931 -2.109 -1.066
C 2.268 -1.188 -1.731
S 0.553 -1.614 -1.761
N 2.721 -0.120 -2.328
H 5.669 1.198 -3.053
H 4.322 2.151 -2.409
H 4.145 1.355 -3.962
H 5.925 -0.731 -1.574
H 4.795 -2.691 -0.449
S -5.607 -1.031 -1.894
C -4.587 -2.219 -2.588
C -3.280 -1.914 -2.378
N -3.083 -0.776 -1.651
C -4.229 -0.206 -1.341
H -4.991 -3.061 -3.115
H -2.445 -2.476 -2.764
H -4.278 0.715 -0.789
C -2.523 -0.069 1.859
Si -0.722 -0.708 1.537
C -0.645 -2.653 1.696
C 0.753 -3.229 1.450
C -1.629 -3.263 0.688
C -1.108 -3.039 3.106
C 0.610 0.479 2.327
C 0.577 0.324 3.849
C 2.013 0.178 1.794
C 0.264 1.927 1.966
H -2.637 0.052 2.932
H -3.308 -0.752 1.538
H -2.698 0.910 1.412
H 1.162 -2.953 0.479
H 0.716 -4.317 1.487
H 1.457 -2.904 2.213
H -1.388 -2.987 -0.342
H -2.656 -2.978 0.920
H -1.576 -4.350 0.732
H -0.414 -2.689 3.865
H -1.166 -4.122 3.185
H -2.094 -2.638 3.327
H 0.853 -0.678 4.165
H -0.407 0.558 4.248
H 1.283 1.018 4.300
H 2.384 -0.784 2.133
H 2.704 0.941 2.142
H 2.020 0.195 0.706
H -0.702 2.226 2.362
H 0.263 2.064 0.888
H 1.014 2.586 2.395
C -1.060 1.344 -1.198
C -0.941 2.688 -1.488
C 0.338 3.278 -1.655
C 0.449 4.608 -1.985
C -0.687 5.400 -2.127
C -1.951 4.845 -1.945
C -2.086 3.511 -1.635
H 1.209 2.652 -1.539
H 1.426 5.041 -2.132
H -0.586 6.443 -2.384
H -2.830 5.461 -2.056
H -3.065 3.075 -1.518
```

***

5 unconnected molecules or ions with the total composition C5H22N3O4, computed with ωB97M-V/def2-TZVPD.

Properties
E: -18183.8580 eV
ΔE to the lowest compared entry with this formula, charge and spin: 4.7 kcal per mole
2S+1: 2
HOMO energy (alpha / beta): -17.5 / -17.5 eV
HOMO-LUMO gap (alpha / beta): 10.16 / 5.89 eV
total charge: +2

The geometry in XYZ format:
```
34
C5H22N3O4 | OMol25 | ωB97M-V/def2-TZVPD
C 2.216 -1.697 -1.395
C 1.724 -0.295 -0.955
C 2.580 0.324 0.139
C 2.414 1.791 0.400
N -0.920 2.436 1.836
C 0.391 2.695 1.563
N 0.951 1.929 0.688
N 0.269 -0.447 -0.417
H 2.813 -2.171 -0.646
H 2.552 -1.741 -2.421
H 1.414 -2.424 -1.394
H 1.645 0.280 -1.889
H 3.583 0.131 -0.275
H 2.516 -0.320 1.055
H 2.652 2.433 -0.541
H 3.091 2.187 1.119
H -1.179 2.584 2.805
H -1.495 1.870 1.197
H 0.850 3.417 2.257
H 0.110 0.368 0.199
H -0.406 -0.816 -1.121
H 0.059 -1.257 0.179
H -2.824 -0.545 -0.630
H -3.046 0.422 -1.786
O -2.570 -0.374 -1.528
H -1.159 -2.790 -1.415
H -1.109 -2.504 -2.927
O -0.632 -2.363 -2.103
H -4.060 0.432 1.098
H -3.138 1.563 0.332
O -3.198 0.711 0.768
H -2.139 -1.318 2.378
H -2.219 -2.671 1.759
O -1.738 -1.839 1.671
```

***

A molecular structure, C7H10Br3F3O3P, computed with ωB97M-V/def2-TZVPD.

Properties
E: -241124.0591 eV
HOMO energy: -4.5 eV
HOMO-LUMO gap: 6.83 eV
total charge: -1

The geometry in XYZ format:
```
27
C7H10Br3F3O3P | OMol25 | ωB97M-V/def2-TZVPD
C 3.365 -2.445 1.364
C 1.973 -1.852 1.271
C 1.690 -0.245 1.008
P 0.035 0.092 0.061
C -1.034 -0.272 1.628
O -1.287 -1.698 1.867
C -2.349 -2.247 1.019
F -2.946 -1.307 0.046
F -3.456 -2.784 1.894
F -1.758 -3.468 0.356
C 1.041 0.650 -1.467
O 1.666 -0.270 -2.217
O 1.077 2.112 -1.776
H 4.042 -2.229 2.311
H 3.723 -3.176 0.496
H 1.094 -2.647 1.375
H 2.546 0.107 0.257
H 1.786 0.415 1.976
H -0.546 1.442 0.083
H -0.508 -1.020 -0.675
H -2.011 0.411 1.690
H -0.363 0.100 2.543
C -1.468 4.039 -2.942
Br -0.619 4.977 -4.420
Br -2.756 5.165 -2.015
Br -2.257 2.354 -3.512
H -0.679 3.796 -2.223
```

***

C5H5N in the gas phase, computed with ωB97M-V/def2-TZVPD.

Properties
E: -6753.2759 eV
ΔE to the lowest compared entry with this formula, charge and spin: 60.7 kcal per mole
HOMO energy: -10.7 eV
HOMO-LUMO gap: 11.50 eV
total charge: 0
structure (SMILES): C=C1C[C@@H]1C#N

The geometry in XYZ format:
```
11
C5H5N | OMol25 | ωB97M-V/def2-TZVPD
C -1.717 -0.455 0.618
C -0.525 -0.150 0.334
C 0.908 -0.143 0.715
C 0.503 -0.124 -0.801
C 0.942 1.085 -1.485
N 1.164 2.168 -1.788
H -2.381 -0.553 -0.226
H -2.148 -0.543 1.579
H 1.201 -1.062 1.287
H 1.348 0.819 1.125
H 0.705 -1.042 -1.358
```

***

A molecular structure, C26H19ClIrN6O4S2, computed with ωB97M-V/def2-TZVPD.

Properties
E: -81426.3927 eV
ΔE to the lowest compared entry with this formula, charge and spin: 33.7 kcal per mole
HOMO energy (alpha / beta): -11.7 / -11.7 eV
HOMO-LUMO gap (alpha / beta): 6.71 / 6.61 eV
total charge: +1

The geometry in XYZ format:
```
59
C26H19ClIrN6O4S2 | OMol25 | ωB97M-V/def2-TZVPD
Ir 1.813 -0.509 1.469
C 1.819 4.541 2.367
S 2.195 3.594 3.872
C 1.872 1.993 3.205
S 3.211 1.203 2.415
N 0.716 1.446 3.387
N 0.567 0.228 2.850
C -0.365 -0.551 3.318
C -0.305 -1.910 2.897
C -1.243 -2.892 3.226
C -1.065 -4.178 2.766
C 0.063 -4.486 2.008
C 0.963 -3.481 1.720
N 0.774 -2.224 2.127
H 2.062 5.577 2.583
H 0.762 4.445 2.130
H 2.436 4.180 1.545
H -1.074 -0.164 4.037
H -2.094 -2.615 3.833
H -1.790 -4.947 2.995
H 0.246 -5.489 1.650
H 1.862 -3.682 1.152
O 3.453 -4.286 -2.926
C 2.160 -4.162 -3.090
O 1.522 -4.860 -3.835
C 1.465 -3.095 -2.292
C 0.131 -2.740 -2.445
Cl -1.015 -3.403 -3.494
N -0.149 -1.756 -1.546
N 0.933 -1.492 -0.795
C 1.911 -2.262 -1.242
C 3.268 -2.114 -0.611
O 4.232 -2.701 -1.077
O 3.324 -1.337 0.410
C -1.340 -0.986 -1.379
C -1.691 -0.575 -0.100
C -2.815 0.207 0.099
C -3.600 0.585 -0.980
C -3.241 0.185 -2.257
C -2.111 -0.592 -2.467
H 3.831 -3.659 -2.256
H -1.077 -0.873 0.732
H -3.080 0.517 1.103
H -4.486 1.186 -0.824
H -3.839 0.485 -3.107
H -1.831 -0.874 -3.469
N 1.103 1.153 0.230
C 0.553 1.957 -0.371
C -0.157 2.973 -1.060
C 0.203 3.390 -2.342
C -0.534 4.386 -2.955
C -1.615 4.960 -2.300
C -1.970 4.546 -1.021
C -1.247 3.551 -0.394
H 1.050 2.938 -2.840
H -0.265 4.721 -3.948
H -2.186 5.739 -2.788
H -2.809 5.003 -0.515
H -1.505 3.207 0.599
```